# 1
97
Properties=species:S:1:pos:R:3:mulliken_charge:R:1 method="wB97M-V/def2-TZVPD" molar_mass_g_mol=723.6 total_charge=-1 orbital_gap_ev=9.375
As 1.8968 9.7983 -14.9570 2.41
F 3.2285 8.8952 -15.5078 -0.50
F 2.6292 11.2425 -15.5486 -0.53
F 0.5762 10.8035 -14.3637 -0.75
F 1.0637 8.4095 -14.3291 -0.52
F 0.9901 9.6256 -16.4089 -0.40
F 2.6143 10.0155 -13.3994 -0.47
O 6.1504 4.5585 -15.4881 -0.62
O 1.2987 6.7504 -20.1720 -0.61
O 7.6269 12.4499 -15.0180 -0.66
O -0.9464 14.6239 -17.4255 -0.64
O 4.0632 4.9732 -13.6957 -0.70
O -2.0827 11.2284 -15.8302 -0.49
O 1.1294 11.5359 -8.9043 -0.69
O 0.9289 15.6545 -13.0986 -0.71
O 9.2840 8.0068 -13.2683 -0.66
N 2.4799 10.7125 -10.5164 -0.27
N 5.5822 11.7809 -15.7292 -0.31
N 8.6286 6.2154 -14.4941 -0.32
N -2.1491 12.9974 -18.4146 -0.36
N 1.4785 13.5251 -13.5574 -0.05
N 1.9987 5.7934 -14.1713 -0.31
C -3.7090 11.9526 -14.2194 -1.64
C 8.4260 7.1966 -13.5700 0.42
C 2.9360 6.1879 -11.9748 -0.88
C -0.9805 13.5685 -18.0244 0.64
C 0.6061 14.5620 -13.5311 0.52
C 0.1155 7.1344 -18.1702 -1.19
C 0.9428 6.1116 -18.9075 1.14
C 4.2343 4.5573 -16.9417 -0.68
C 5.8972 6.4092 -17.0435 -1.05
C -2.6400 9.6935 -14.1668 -1.27
C 0.1253 11.0287 -11.0235 -0.13
C 3.0707 5.6064 -13.3620 0.74
C 1.2671 11.1073 -10.0418 0.33
C 6.4772 12.1409 -14.7737 0.60
C -2.4235 11.1833 -14.4195 1.85
C 7.0408 7.2508 -12.9794 -0.62
C 5.6891 4.9186 -16.7983 0.32
C 5.9116 12.1419 -13.3748 -0.67
C 0.2156 4.8253 -19.1968 -1.38
C -0.7675 14.3264 -14.1306 -0.37
C 0.2714 12.7702 -18.3170 -0.57
H -0.8065 5.0121 -19.5323 0.34
H -0.9187 7.1821 -18.5141 0.34
H 5.5258 11.1515 -13.1269 0.17
H 6.6196 6.2457 -12.8709 0.28
H 0.5473 8.1239 -18.2857 0.25
H 0.7993 12.5991 -17.3779 -0.17
H 0.0837 6.8848 -17.1058 0.25
H 5.3592 6.8508 -17.8864 0.38
H 3.9182 6.4312 -11.5798 0.23
H 4.7017 11.3711 -15.4626 0.20
H 0.1766 4.2044 -18.2971 0.32
H 7.1001 7.6932 -11.9907 0.42
H -3.0818 9.4878 -13.1826 0.37
H 2.0718 5.7224 -15.1743 0.19
H -4.3893 11.7737 -15.0566 0.36
H -0.8155 11.0023 -10.4836 0.38
H -1.6299 11.6096 -13.8099 -0.61
H -1.3651 13.9375 -13.3007 0.16
H 9.4503 6.2288 -15.0701 0.22
H -1.1871 10.8624 -15.8050 0.17
H 5.5821 5.0337 -14.8630 0.38
H -0.8179 13.6088 -14.9480 -0.08
H 6.3333 4.3984 -17.5067 0.33
H 0.9049 13.3157 -19.0099 0.36
H -1.0916 15.2870 -14.5151 0.38
H 1.8521 6.1502 -20.6792 0.34
H 3.5991 5.3436 -16.5362 -0.38
H 0.0249 11.7680 -18.6730 0.31
H -4.2858 11.5653 -13.3728 0.38
H 2.6203 10.3375 -11.4390 0.25
H 1.4015 6.5701 -13.9280 0.19
H 0.1953 11.9202 -11.6515 -0.09
H -1.7043 9.1367 -14.2461 0.08
H 1.9040 5.9124 -18.4237 -0.24
H -2.2103 12.3194 -19.1538 0.20
H 6.3835 7.8119 -13.6428 0.07
H 5.6348 7.0242 -16.1741 0.06
H 7.8307 5.6465 -14.7426 0.23
H 5.0734 12.8457 -13.3493 0.12
H -3.0111 13.5050 -18.2996 0.23
H -3.5355 13.0155 -14.0625 0.33
H 1.3256 12.6356 -14.0042 0.01
H 2.4164 13.7308 -13.2550 0.08
H 3.2647 10.7885 -9.8925 0.20
H 6.9522 6.6449 -17.2279 0.36
H -3.3654 9.2892 -14.8745 0.36
H 3.9752 3.6356 -16.4228 0.37
H 5.8609 11.6417 -16.6840 0.20
H 0.6846 4.2521 -19.9989 0.39
H 0.1930 10.1680 -11.6899 0.02
H 6.6373 12.4661 -12.6393 0.33
H 2.4491 5.4853 -11.3010 0.29
H 3.9921 4.4192 -18.0014 0.51
H 2.3581 7.1153 -12.0127 0.21

***

# 2
20
Properties=species:S:1:pos:R:3:mulliken_charge:R:1 method="wB97M-V/def2-TZVPD" molar_mass_g_mol=395.3 total_charge=-2 orbital_gap_ev="3.960 / 4.661"
Pb -0.1329 -0.9208 1.3241 0.46
Br -0.4003 -2.3944 3.5422 -0.68
N -3.5172 0.5218 0.9943 -0.61
C -0.3450 0.9397 -1.4267 -0.83
C -0.0783 2.7408 0.0001 -0.58
C -1.0300 1.8340 -0.5460 -0.45
C 1.6826 -2.2152 0.2469 -0.80
C 1.2042 2.4077 -0.5319 -0.51
C 1.0411 1.2951 -1.4165 -0.50
C 0.3166 -2.6452 0.2801 -0.68
H -0.8039 0.1524 -2.0321 0.50
H -3.6916 -0.5205 0.9805 -0.06
H 2.4477 -2.6254 0.9152 0.29
H 1.8298 0.8168 -2.0030 0.43
H 2.1435 2.9203 -0.3201 0.37
H 2.0504 -1.7057 -0.6453 0.24
H -2.1028 1.8284 -0.3439 0.34
H -0.2974 3.5561 0.6917 0.38
H 0.0054 -3.4948 0.9061 0.43
H -0.3221 -2.4911 -0.6157 0.26

***

# 3
69
Properties=species:S:1:pos:R:3:lowdin_spin:R:1 method="wB97M-V/def2-TZVPD" molar_mass_g_mol=783.1 spin_multiplicity=4 orbital_gap_ev="7.225 / 7.375"
Sb 1.3617 0.2721 -3.7766 0.00
Sb 0.5143 -1.8548 -0.5699 0.03
V -0.8706 0.4093 0.1998 2.70
S -3.5258 0.9471 0.0157 0.01
O 0.4780 3.6544 -1.4558 0.00
O 0.4101 1.5734 -0.5913 0.04
O -4.7329 0.8121 -0.7327 0.00
O -2.4058 1.7164 -0.6005 0.02
N 0.8642 2.5567 1.8624 0.01
N -4.8785 3.2993 5.2610 0.00
N -3.3707 -1.3716 2.5159 0.00
N 0.5265 3.3968 0.7776 0.00
N -1.2216 -0.5110 1.9701 0.02
N -2.8219 -0.4767 0.3433 0.02
C -0.7769 -0.7624 3.1958 0.03
C -1.1501 -2.9630 -1.3209 0.01
C 3.2758 -2.3535 -2.1128 0.00
C 5.9285 -1.5548 -2.4236 0.00
C 4.9944 -1.3229 -3.4200 0.00
C 4.2193 -2.5908 -1.1145 0.00
C -1.6056 -1.3417 4.1350 0.00
C 5.5394 -2.1945 -1.2513 0.00
C 2.8315 1.2906 -2.6277 0.00
C -5.1677 1.4844 2.0803 0.00
C -2.5157 -0.8158 1.6774 0.04
C 0.4734 2.8829 -0.5264 0.01
C 0.9046 -3.1784 1.0567 0.01
C 1.7397 1.4162 -5.5349 0.00
C 3.6615 -1.7097 -3.2856 0.00
C -3.9154 1.7310 1.5227 0.00
C 1.8661 -2.8347 -1.9146 0.00
C -2.9005 -1.6284 3.7364 0.04
C -5.4824 1.9974 3.3223 0.00
C -2.9780 2.4883 2.2192 0.01
C 2.6467 -1.3756 -4.3392 0.00
C -4.5476 2.7530 4.0351 0.00
C -3.2945 2.9970 3.4633 0.00
H 5.3014 -0.8275 -4.3345 0.00
H 2.5058 2.3274 -2.5490 0.00
H 0.0272 -3.2081 1.7034 0.00
H 1.0944 -4.1820 0.6769 0.00
H -1.8540 -3.1536 -0.5117 0.00
H 6.9551 -1.2434 -2.5656 0.00
H -4.1235 3.5931 5.8560 0.00
H 0.5567 3.0161 2.7110 0.00
H 6.2521 -2.3888 -0.4609 0.00
H -5.8918 0.8989 1.5317 0.00
H -1.2573 -1.5575 5.1337 0.00
H 3.8003 1.2277 -3.1290 0.00
H 1.3350 0.9187 -6.4155 0.00
H 0.2506 -0.4899 3.4074 0.00
H 1.2636 2.3907 -5.4342 0.00
H 1.3063 -2.8906 -2.8458 0.00
H -1.6615 -2.3768 -2.0821 0.00
H 1.7615 -2.8474 1.6433 0.00
H 2.8159 1.5463 -5.6485 0.00
H 1.8716 2.4162 1.9153 0.00
H -2.0162 2.7231 1.7730 0.00
H 1.8723 -3.8327 -1.4732 0.00
H -2.5773 3.6127 3.9931 0.00
H 3.9065 -3.1063 -0.2115 0.00
H -3.5970 -2.0826 4.4327 0.00
H 1.9846 -2.2205 -4.5300 0.00
H 3.1274 -1.0989 -5.2782 0.00
H -6.4642 1.8195 3.7440 0.00
H 2.9058 0.8703 -1.6287 0.00
H -0.8074 -3.9093 -1.7403 0.00
H -5.6559 2.8938 5.7527 0.00
H 0.9383 4.3236 0.7730 0.00

***

# 4
63
Properties=species:S:1:pos:R:3:mulliken_charge:R:1 method="wB97M-V/def2-TZVPD" molar_mass_g_mol=736.1 total_charge=-1 orbital_gap_ev=6.491
Tl 0.4739 1.2993 -0.8946 0.69
S 1.0597 -1.4107 -2.1551 -0.40
S -1.2691 -0.5173 -5.0121 -0.19
O 1.2714 -0.3227 0.8341 -0.49
O -2.7890 2.7967 0.5715 -0.28
N -1.1092 0.0578 2.7372 -0.06
N 3.6195 -2.0578 -2.1592 -0.53
N -1.5288 0.6337 1.6841 -0.46
N -1.2542 1.8216 -4.0036 -0.48
N -2.2287 -1.2348 -2.5548 -0.45
N 3.0936 0.2480 -1.9145 -0.25
N -1.6549 1.0029 -2.9951 -0.14
C 5.3638 -0.4464 -2.0688 -0.72
C 0.1085 -0.4636 2.9670 0.12
C -4.9630 1.9713 1.2131 -0.61
C 2.3520 -2.0170 3.7579 -0.94
C 0.9611 1.6101 -6.6226 -1.05
C 2.2498 -1.6000 2.4842 -0.71
C -3.3931 3.7887 -0.2289 -1.00
C -0.5192 -0.9331 6.6467 -0.68
C -0.9951 1.2140 -5.1048 0.37
C 1.3828 -1.6551 4.7455 0.89
C 1.1780 -0.7311 2.0137 0.27
C -3.7247 -0.1963 2.3791 -0.13
C 2.7211 -1.0477 -2.0643 0.08
C -0.5198 1.8888 -6.3463 -0.44
C 4.9076 -1.7632 -2.1503 1.02
C 4.3865 0.5201 -1.9129 -0.35
C -3.5814 1.8625 1.1431 0.77
C -1.7152 -0.2444 -3.3418 0.17
C -5.1025 -0.0720 2.4608 -0.88
C 1.5234 -2.0480 6.0854 -0.81
C 0.5931 -1.6902 7.0313 -0.45
C 5.8724 -2.9171 -2.1922 -1.21
C -0.6761 -0.5429 5.3374 -0.57
C 0.2660 -0.8909 4.3482 0.62
C -5.7230 1.0206 1.8826 -0.63
C -2.9323 0.7674 1.7488 0.22
H 6.6276 -2.7682 -2.9659 0.32
H 5.3253 -3.8368 -2.3842 0.33
H -0.6817 2.9582 -6.2083 0.25
H 6.3828 -3.0034 -1.2308 0.27
H 4.6504 1.5663 -1.7709 0.39
H -1.2622 -0.6618 7.3872 0.38
H -5.4663 2.8175 0.7657 0.37
H -6.7967 1.1450 1.9467 0.36
H 1.1278 0.5475 -6.7993 0.32
H -4.1434 3.3599 -0.8956 0.42
H 6.4168 -0.2018 -2.0993 0.34
H -1.5269 0.0510 5.0360 0.41
H -3.8464 4.5731 0.3876 0.37
H -1.1213 1.5506 -7.1936 0.28
H 2.9925 -1.8700 1.7433 0.51
H -2.2799 -0.9466 -1.5840 0.34
H 2.3871 -2.6438 6.3613 0.35
H -1.7485 -2.1202 -2.6458 0.33
H 1.2931 2.1665 -7.5003 0.34
H -5.6865 -0.8258 2.9743 0.36
H -2.5998 4.2081 -0.8421 0.22
H -3.2177 -1.0495 2.8068 0.43
H 0.7143 -1.9973 8.0630 0.36
H 1.5655 1.9155 -5.7691 0.30
H 3.1888 -2.6352 4.0676 0.31

***

# 5
134
Properties=species:S:1:pos:R:3:mulliken_charge:R:1 method="wB97M-V/def2-TZVPD" molar_mass_g_mol=1451.9 total_charge=-2 orbital_gap_ev=4.255
Sr -0.6605 1.1359 -0.7017 0.86
Se 1.9615 1.5938 -3.0632 -0.46
Se -1.0596 0.4859 -5.5351 -0.26
Se 3.1058 -1.9495 -2.7947 -0.42
S -1.2684 3.4830 -2.3679 -0.27
S -1.2728 6.4195 -1.9080 -0.12
S -1.0987 9.0296 -0.4432 -0.39
S -0.7502 6.3575 0.8566 -0.12
S -0.5482 3.3863 1.1094 -0.48
P 3.1112 -0.0595 -3.8218 0.24
F 0.2364 -7.2536 0.0604 -0.28
F 2.3005 -7.0923 0.6982 -0.26
F 0.7047 -6.9141 2.1520 -0.28
O 4.4294 1.1615 11.6944 -0.47
N -2.7493 -1.8148 -5.9485 0.43
N 0.8656 -2.3783 0.2729 0.45
N -1.0230 0.4159 1.7006 1.24
N -3.8226 -0.1456 -5.0895 0.50
N 3.0977 0.7596 5.3824 -0.86
N 1.5449 0.4910 0.6973 2.12
N -3.3003 -0.3095 -0.8890 1.24
N 1.0338 0.7911 6.1698 -0.10
C 0.9178 0.7281 4.7987 0.10
C 0.0042 0.5368 2.5698 -1.45
C -2.7308 -2.3647 0.3379 -1.08
C 3.9896 1.0703 10.4140 1.06
C 2.5680 -1.7813 -7.5294 -0.63
C -4.7460 4.1625 0.2288 -1.40
C 2.2615 0.7336 -6.3931 -0.74
C 7.5581 1.2003 -4.3018 -0.37
C -4.0771 -2.2041 -5.8150 -0.64
C -0.8088 4.7791 0.0829 -0.04
C 2.1988 0.7094 4.3350 1.04
C 2.6231 0.8893 10.2455 -0.70
C -4.5554 -2.5013 -1.3667 -2.09
C 5.8296 -0.4768 -4.4090 -0.56
C 2.8477 -1.5876 -6.1796 -0.42
C -0.2311 0.6692 3.9473 0.78
C 0.6952 -4.6082 -0.5759 -0.75
C 5.8284 1.3089 11.8808 -0.84
C 5.2850 1.7602 -3.7177 -0.42
C 1.3752 0.5567 2.0429 -0.93
C 1.9810 0.5383 -7.7416 -0.53
C -1.5563 0.7500 4.3984 -0.74
C -4.7387 -1.1658 -5.2799 -0.59
C 2.7035 -0.3286 -5.6041 0.99
C -1.6639 -2.6901 -6.3541 -0.78
C -2.5818 -0.5333 -5.4982 -0.24
C 2.3678 0.8132 6.4653 0.25
C -2.5822 0.6655 3.4979 -1.60
C -5.6026 -0.0573 0.1072 -0.86
C 2.7812 0.4991 0.2278 -0.48
C 4.8800 0.4574 -3.9915 0.73
C 4.2639 1.0529 8.0285 -0.83
C -2.2660 0.4790 2.1513 -0.37
C 3.9188 0.6121 1.0381 -1.24
C -6.5768 0.8351 0.5646 0.55
C -4.3465 0.3946 -0.4031 -1.66
C -2.2300 -2.1076 -2.0841 -0.89
C -3.2494 -1.7667 -0.9826 1.82
C 2.9012 0.8859 7.8417 0.10
C -6.3435 2.2061 0.5898 -0.90
C -7.8962 0.2840 1.0574 -1.64
C -4.1695 1.8119 -0.3457 1.76
C -5.0990 2.6940 0.1519 0.43
C 7.1586 -0.1074 -4.5680 -0.63
C 1.0191 -5.1134 0.6656 0.54
C 1.2147 -2.8837 1.4530 0.09
C 2.4633 0.6505 2.9215 0.75
C 3.7590 0.6992 2.3914 -0.53
C 4.8151 1.1465 9.3015 -0.42
C 6.6219 2.1299 -3.8704 -0.63
C -4.1041 1.1004 -4.3699 -0.94
C 1.0619 -6.5943 0.8929 0.78
C -1.0729 4.8016 -1.2387 -0.16
C 0.6272 -3.2296 -0.7242 -1.32
C 2.0895 0.7985 8.9726 -0.47
C 1.2980 -4.2453 1.7059 -1.32
C 2.1377 -0.7185 -8.3133 -0.44
C -1.0441 7.3577 -0.4978 0.09
H 5.5210 -1.5018 -4.5877 0.28
H -5.7751 -1.0652 -5.0003 0.49
H 4.5439 2.4774 -3.3807 0.31
H -1.8582 -3.1368 -1.9780 0.27
H -5.1720 -2.7437 -0.4984 0.43
H 1.9104 -0.8719 -9.3632 0.36
H 2.1035 1.7036 -5.9353 0.39
H -7.7511 -0.3814 1.9143 0.30
H 6.9280 3.1466 -3.6484 0.39
H -3.6186 0.7472 3.7976 0.58
H -2.6087 -3.4565 0.2680 0.57
H -3.0523 0.3914 1.4072 0.54
H 7.8890 -0.8420 -4.8918 0.36
H 1.9944 0.8221 11.1262 0.40
H -1.7589 -2.9636 -7.4063 0.32
H 4.8947 1.1144 7.1500 0.47
H -3.8435 4.3064 0.8293 0.19
H 1.5655 -4.6132 2.6893 0.45
H 4.8960 0.6388 0.5761 0.54
H -5.1469 -1.8954 -2.0581 0.36
H -3.2454 1.7587 -4.4713 0.19
H 6.3821 0.4757 11.4403 0.34
H -4.2525 0.8873 -3.3113 0.31
H 1.4272 -2.1663 2.2427 0.27
H -2.6991 -2.0159 -3.0594 -0.14
H 0.2785 0.8748 6.8247 0.19
H 8.5969 1.4896 -4.4292 0.34
H -1.3818 -1.4184 -2.0586 -0.01
H 0.4952 -5.2642 -1.4136 0.47
H -4.3095 -3.4502 -1.8626 0.40
H 6.1936 2.2454 11.4513 0.34
H -5.5571 4.7438 0.6734 0.36
H 0.3781 -2.7931 -1.6827 1.15
H -1.7593 -1.9271 0.5874 -0.40
H -4.4257 -3.1819 -6.1051 0.44
H 1.0207 0.6457 8.8699 0.25
H 2.8886 0.4175 -0.8427 -0.15
H -5.8275 -1.1136 0.1754 0.30
H 4.5947 0.8073 3.0714 0.56
H -4.9871 1.5779 -4.7934 0.31
H -0.7301 -2.1524 -6.2075 0.08
H -1.7578 0.8966 5.4556 0.35
H 2.6756 -2.7693 -7.9658 0.37
H -3.4284 -2.1427 1.1543 0.23
H -3.2200 2.1919 -0.6977 -0.20
H -8.5675 1.0891 1.3620 0.35
H -7.1061 2.8902 0.9532 0.20
H -8.3965 -0.2972 0.2768 0.31
H 3.1532 -2.4195 -5.5542 0.27
H 1.6128 1.3671 -8.3369 0.38
H 5.8822 1.2849 9.4070 0.36
H -1.6665 -3.5905 -5.7382 0.33
H 5.9956 1.3197 12.9542 0.24
H -4.5289 4.5673 -0.7632 0.28

***

# 6
19
Properties=species:S:1:pos:R:3:mulliken_charge:R:1 method="wB97M-V/def2-TZVPD" molar_mass_g_mol=357.0 total_charge=-1 orbital_gap_ev="6.066 / 6.064"
I 1.5280 3.4372 2.5981 -0.11
Br 2.5972 1.5709 0.1351 0.01
S -1.3618 -1.3312 -1.2544 1.21
O -2.4538 -1.5597 -0.3325 -0.62
O -1.6367 -0.4090 -2.3340 -0.64
O -0.6365 -2.5238 -1.6343 -0.63
N 2.2440 3.2607 0.6773 -0.47
C 0.9616 -0.1611 -0.9901 -1.31
C 0.1369 -1.2951 1.0559 -1.45
C -0.9352 0.8800 0.2203 -1.25
C -0.1026 -0.3392 -0.0902 1.35
H -0.6405 -1.1949 1.8149 0.33
H 0.7986 0.4841 -1.8399 0.44
H -1.8453 0.5865 0.7351 0.42
H -1.2113 1.3786 -0.7056 0.37
H 0.1133 -2.3147 0.6714 0.41
H 1.7080 -0.9318 -1.0978 0.41
H -0.3748 1.5710 0.8512 0.19
H 1.1110 -1.1087 1.5195 0.36

***

# 7
16
Properties=species:S:1:pos:R:3:mulliken_charge:R:1 method="wB97M-V/def2-TZVPD" smiles="CC(=O)C(C)C" molar_mass_g_mol=86.1 orbital_gap_ev=10.528
O 0.9045 1.7327 -0.4783 -0.55
C -0.7192 -0.4956 1.3264 -1.36
C 0.8499 0.5315 -0.3166 0.56
C -0.4893 -0.1915 -0.1662 0.70
C -1.5899 0.6352 -0.8284 -1.41
C 2.1089 -0.3039 -0.2447 -1.21
H 2.1371 -1.0009 -1.0903 0.32
H -1.4456 0.6316 -1.9148 0.35
H -2.5884 0.2391 -0.6176 0.38
H -0.4117 -1.1608 -0.6783 0.23
H 2.9789 0.3535 -0.2850 0.33
H 0.0162 -1.2217 1.6923 0.35
H 2.1380 -0.9029 0.6720 0.32
H -0.6382 0.4059 1.9439 0.32
H -1.5395 1.6772 -0.5017 0.31
H -1.7118 -0.9295 1.4873 0.37

***

# 8
12
Properties=species:S:1:pos:R:3:mulliken_charge:R:1 method="wB97M-V/def2-TZVPD" molar_mass_g_mol=78.1 orbital_gap_ev="8.506 / 7.974"
F 0.3370 1.2345 0.7812 -0.22
O -0.7280 0.0350 -0.8306 -0.25
C 0.3278 0.2675 -0.1073 0.44
C 1.6333 -0.3681 -0.5244 -0.90
C -1.9667 0.3882 -0.5173 -0.51
H -2.6979 0.1024 -1.3194 0.22
H -0.5533 -0.6890 2.1954 0.18
H 2.0874 -0.6299 0.3991 0.31
H -2.3474 1.2251 0.0641 0.27
H 0.1714 -0.5538 1.9682 -0.16
H 1.5382 -1.2951 -0.9768 0.37
H 2.1983 0.2832 -1.1322 0.26

***

Listing energy for the structures above in their given order: -127175.9112, -84194.7803, -91098.3176, -68258.8575, -343492.4958, -100886.6832, -7394.7260, -7984.4588 eV.
Listing energy relative to the best compared isomer or geometry (same formula, charge and spin) for the structures above in their given order: 0.000, 4.028, 1.694, 0.492, 0.523, 1.051, 0.039, 4.634 eV.
Listing strongest force on any atom for the structures above in their given order: 1.72, 6.78, 1.76, 1.00, 1.18, 1.70, 0.46, 3.53 eV Å⁻¹.